One molecule with the formula C13H16O3, computed with ωB97M-V with the def2-TZVPD basis set.

Each line ends with the Löwdin charge.
CARTESIAN COORDINATES (ANGSTROEM)
C1 -0.508 2.885 -2.164  -0.10
C2 0.681 3.583 -1.515  -0.25
C3 1.896 2.654 -1.380  -0.17
C4 1.555 1.432 -0.581  -0.24
C5 1.412 0.193 -1.196  -0.03
C6 1.007 -0.916 -0.479  -0.03
C7 0.743 -0.809 0.884  -0.17
C8 0.221 -1.929 1.697  -0.36
O1 0.557 -2.116 2.844  0.11
C9 -0.853 -2.780 1.037  -0.09
C10 -2.126 -1.945 0.822  -0.07
C11 -1.969 -0.904 -0.259  -0.55
O2 -2.038 0.285 -0.106  0.11
O3 -1.780 -1.461 -1.463  0.10
C12 0.947 0.418 1.515  0.01
C13 1.337 1.523 0.789  -0.01
H1 -0.224 2.458 -3.125  0.07
H2 -1.316 3.594 -2.331  0.07
H3 -0.881 2.092 -1.520  0.05
H4 0.387 3.940 -0.526  0.10
H5 0.970 4.450 -2.113  0.10
H6 2.237 2.363 -2.375  0.11
H7 2.704 3.201 -0.889  0.12
H8 1.610 0.099 -2.255  0.12
H9 0.916 -1.868 -0.981  0.12
H10 -0.507 -3.169 0.080  0.11
H11 -1.082 -3.615 1.701  0.12
H12 -2.407 -1.442 1.749  0.14
H13 -2.934 -2.613 0.517  0.13
H14 -1.682 -0.774 -2.141  0.14
H15 0.765 0.489 2.577  0.12
H16 1.467 2.473 1.287  0.12

Values from the calculation:
- M (g/mol) = 220.3
- HOMO-LUMO gap (eV) = 9.76
- highest occupied orbital energy (eV) = -9.24
- total charge = 0



A 6-piece molecular cluster, C31H50ClN2O25S7 overall in a non-equilibrium geometry, computed with ωB97M-V with the def2-TZVPD basis set.

Each line ends with the Löwdin charge.
CARTESIAN COORDINATES (ANGSTROEM)
C1 0.762 5.866 1.562  -0.13
C2 1.799 6.082 0.450  -0.71
Cl1 3.420 6.017 1.202  0.65
C3 1.683 5.059 -0.739  -0.11
C4 0.215 4.705 -0.925  -0.20
C5 -0.620 5.458 -1.725  0.09
C6 -1.975 5.075 -1.828  0.00
C7 -2.848 5.962 -2.688  -0.44
O1 -3.914 6.393 -2.374  0.17
O2 -2.306 6.314 -3.913  0.09
C8 -2.452 3.944 -1.127  -0.04
C9 -3.928 3.588 -1.241  -0.11
C10 -4.221 2.107 -1.629  -0.15
C11 -5.331 1.574 -0.672  -0.11
C12 -5.432 0.045 -0.682  -0.52
O3 -4.908 -0.582 0.200  0.11
O4 -6.132 -0.543 -1.668  0.11
C13 -1.545 3.218 -0.328  -0.09
C14 -1.965 1.999 0.471  -0.12
C15 -1.368 1.954 1.902  -0.20
C16 0.101 1.470 2.009  -0.49
S1 0.575 0.261 0.748  0.96
C17 2.340 0.590 0.567  -1.03
S2 3.201 1.216 1.819  0.72
N1 2.992 0.341 -0.635  -0.15
C18 2.203 -0.460 -1.586  -0.17
C19 1.173 0.374 -2.411  -0.18
O5 1.606 1.715 -2.639  -0.15
C20 3.022 1.759 -2.698  -0.17
C21 3.554 1.552 -1.259  -0.15
N2 -0.267 3.623 -0.286  0.22
H1 1.005 6.394 2.490  0.08
H2 -0.249 6.201 1.273  0.09
H3 0.661 4.799 1.823  0.07
H4 1.593 7.073 0.019  0.11
H5 2.186 4.150 -0.371  0.09
H6 2.124 5.448 -1.658  0.14
H7 -0.211 6.315 -2.255  0.15
H8 -2.157 7.271 -3.837  0.13
H9 -4.401 3.787 -0.265  0.14
H10 -4.462 4.224 -1.950  0.11
H11 -4.654 2.015 -2.636  0.12
H12 -3.347 1.449 -1.603  0.11
H13 -6.283 2.080 -0.893  0.12
H14 -5.089 1.854 0.363  0.11
H15 -6.775 0.129 -1.990  0.05
H16 -1.834 1.081 -0.115  0.11
H17 -3.049 2.111 0.601  0.10
H18 -2.058 1.375 2.530  0.12
H19 -1.391 2.973 2.324  0.12
H20 0.233 0.995 2.988  0.05
H21 0.766 2.345 2.026  0.03
H22 2.919 -0.870 -2.308  0.09
H23 1.746 -1.316 -1.078  0.12
H24 0.204 0.417 -1.900  0.08
H25 1.035 -0.134 -3.381  0.13
H26 3.444 1.021 -3.402  0.13
H27 3.363 2.738 -3.063  0.13
H28 3.369 2.470 -0.692  0.08
H29 4.650 1.466 -1.360  0.13
H30 0.423 3.102 0.257  0.14
C22 -8.242 3.723 -4.705  -0.16
C23 -9.190 2.806 -5.446  -0.15
O6 -9.198 1.598 -4.670  -0.17
S3 -9.005 1.958 -3.126  0.64
O7 -10.267 1.986 -2.495  -0.18
O8 -7.928 1.173 -2.619  -0.23
O9 -8.495 3.464 -3.315  -0.18
H31 -7.201 3.471 -4.915  0.13
H32 -8.413 4.772 -4.933  0.14
H33 -8.868 2.606 -6.463  0.14
H34 -10.206 3.206 -5.459  0.14
C24 4.105 -4.667 -1.302  -0.15
C25 5.610 -4.571 -1.402  -0.14
O10 5.850 -3.997 -2.699  -0.18
S4 4.658 -2.995 -3.065  0.60
O11 5.064 -1.668 -2.750  -0.24
O12 4.149 -3.344 -4.341  -0.21
O13 3.618 -3.473 -1.941  -0.20
H35 3.723 -5.528 -1.852  0.14
H36 3.762 -4.717 -0.273  0.12
H37 6.096 -5.538 -1.313  0.14
H38 6.016 -3.890 -0.651  0.14
C26 2.044 -5.079 3.525  -0.16
C27 0.677 -5.429 2.974  -0.17
O14 0.948 -6.193 1.794  -0.19
S5 2.308 -7.037 2.005  0.63
O15 1.965 -8.352 2.402  -0.20
O16 3.177 -6.779 0.917  -0.26
O17 2.841 -6.245 3.298  -0.18
H39 2.492 -4.245 2.979  0.13
H40 2.014 -4.841 4.585  0.14
H41 0.086 -4.549 2.732  0.13
H42 0.119 -6.061 3.668  0.14
C28 -1.008 1.629 7.677  -0.16
C29 -1.928 1.909 6.508  -0.16
O18 -1.165 1.535 5.352  -0.21
S6 -0.195 0.304 5.731  0.59
O19 -0.818 -0.901 5.320  -0.21
O20 1.125 0.645 5.344  -0.22
O21 -0.322 0.422 7.323  -0.18
H43 -0.265 2.420 7.799  0.14
H44 -1.551 1.498 8.609  0.14
H45 -2.224 2.954 6.451  0.14
H46 -2.820 1.281 6.545  0.14
C30 7.575 -9.546 -0.145  -0.16
C31 6.784 -10.663 0.502  -0.16
O22 6.164 -10.055 1.640  -0.18
S7 5.829 -8.516 1.309  0.63
O23 4.474 -8.403 0.910  -0.25
O24 6.377 -7.709 2.339  -0.21
O25 6.752 -8.382 -0.005  -0.20
H47 8.514 -9.367 0.384  0.13
H48 7.784 -9.739 -1.195  0.14
H49 7.412 -11.495 0.808  0.14
H50 5.995 -11.028 -0.160  0.14

Values from the calculation:
- M (g/mol) = 1110.7
- HOMO-LUMO gap (eV) = 6.47
- highest occupied orbital energy (eV) = -10.58
- total charge = +1



A 9-piece molecular cluster, C46H71F11N4O27PS overall in a non-equilibrium geometry, computed with ωB97M-V with the def2-TZVPD basis set.

Each line ends with the Löwdin charge.
CARTESIAN COORDINATES (ANGSTROEM)
C1 -1.163 -0.358 1.384  -0.10
C2 -0.568 0.633 0.236  -0.20
C3 -0.811 2.197 0.664  -0.18
C4 0.268 3.203 0.046  -0.27
C5 0.024 3.122 -1.546  -0.08
C6 0.495 4.619 0.743  -0.21
C7 1.124 4.216 2.203  -0.12
C8 2.612 3.821 2.435  -0.20
C9 3.237 2.455 1.953  -0.22
C10 2.502 1.112 2.415  -0.06
C11 3.325 -0.245 2.068  -0.28
F1 4.341 -0.303 3.095  0.05
F2 2.370 -1.289 2.364  0.04
C12 3.910 -0.294 0.589  -0.29
F3 5.085 0.531 0.498  0.05
F4 2.960 0.225 -0.359  0.04
S1 4.417 -1.974 -0.069  1.01
F5 4.714 -2.619 1.427  -0.15
F6 2.859 -2.547 -0.163  -0.16
F7 4.223 -1.410 -1.663  -0.19
F8 6.027 -1.461 -0.201  -0.18
F9 4.926 -3.427 -0.735  -0.18
N1 1.558 5.509 0.057  -0.11
P1 2.906 4.670 -0.768  0.98
C13 2.922 4.591 -2.607  -0.29
C14 4.623 5.281 -0.264  -0.25
C15 1.102 6.739 -0.658  -0.40
C16 0.382 6.746 -2.044  0.00
O1 2.373 7.465 -0.841  -0.06
C17 0.254 7.677 0.342  -0.23
N2 1.061 8.785 0.970  0.08
N3 -0.335 6.887 1.406  -0.10
F10 -0.211 7.317 2.674  0.03
C18 -0.807 5.509 1.152  -0.18
C19 -1.636 5.160 2.477  -0.15
C20 -2.736 4.005 2.473  -0.07
C21 -1.986 5.668 0.077  -0.24
O2 -2.690 6.734 0.192  0.08
N4 -2.501 4.773 -0.950  0.15
C22 -3.444 5.526 -1.826  -0.34
O3 -4.668 5.358 -1.672  0.13
F11 -3.022 6.384 -2.870  0.05
H1 -1.227 0.145 2.413  0.08
H2 -2.230 -0.710 1.121  0.06
H3 -0.526 -1.301 1.526  0.08
H4 -1.166 0.395 -0.713  0.11
H5 0.551 0.456 0.112  0.08
H6 -0.882 2.148 1.795  0.08
H7 -1.822 2.450 0.158  0.10
H8 1.252 2.598 0.179  0.10
H9 -0.286 4.088 -2.051  0.04
H10 -0.816 2.373 -1.830  0.09
H11 0.957 2.689 -2.078  0.08
H12 1.018 5.178 2.851  0.13
H13 0.459 3.453 2.763  0.14
H14 3.308 4.679 2.078  0.09
H15 2.784 3.839 3.587  0.15
H16 3.389 2.380 0.808  0.07
H17 4.315 2.393 2.380  0.14
H18 2.420 1.136 3.564  0.15
H19 1.442 1.111 2.000  0.10
H20 2.036 5.944 0.895  0.15
H21 1.976 4.295 -3.165  0.04
H22 3.247 5.613 -3.052  0.07
H23 3.743 3.852 -2.956  0.09
H24 5.254 4.331 -0.062  0.07
H25 5.122 5.785 -1.172  0.06
H26 4.633 5.932 0.676  0.06
H27 0.728 7.689 -2.630  0.12
H28 0.537 5.905 -2.788  0.07
H29 -0.766 6.915 -2.003  0.09
H30 2.216 8.331 -1.267  0.12
H31 -0.570 8.225 -0.261  0.17
H32 1.810 8.409 1.564  0.09
H33 0.454 9.453 1.456  0.10
H34 -2.330 6.092 2.637  0.10
H35 -1.063 5.095 3.458  0.13
H36 -3.700 4.307 3.037  0.10
H37 -3.068 3.589 1.473  0.06
H38 -2.322 3.108 3.078  0.09
H39 -3.076 3.988 -0.612  0.13
C23 5.053 -6.642 -0.637  -0.13
C24 3.956 -7.255 0.175  -0.13
O4 4.172 -8.648 0.011  0.04
C25 5.485 -8.813 -0.309  -0.54
O5 6.041 -9.876 -0.353  0.14
O6 6.084 -7.620 -0.572  0.07
H40 5.393 -5.690 -0.227  0.12
H41 4.769 -6.497 -1.684  0.14
H42 4.033 -7.007 1.237  0.14
H43 2.966 -6.971 -0.184  0.14
C26 0.884 -9.290 1.171  -0.13
C27 -0.352 -9.641 0.405  -0.12
O7 -1.328 -8.764 0.952  0.07
C28 -0.661 -7.700 1.477  -0.54
O8 -1.187 -6.697 1.869  0.15
O9 0.684 -7.923 1.500  0.05
H44 1.791 -9.417 0.577  0.12
H45 0.980 -9.866 2.096  0.14
H46 -0.254 -9.437 -0.666  0.14
H47 -0.644 -10.682 0.541  0.12
C29 -4.427 9.616 3.747  -0.12
C30 -5.521 8.981 4.550  -0.12
O10 -5.272 7.591 4.385  0.08
C31 -3.957 7.454 4.076  -0.50
O11 -3.377 6.401 4.034  0.11
O12 -3.380 8.657 3.820  0.07
H48 -4.108 10.574 4.160  0.14
H49 -4.705 9.757 2.698  0.14
H50 -5.456 9.228 5.614  0.14
H51 -6.514 9.245 4.185  0.14
C32 3.436 -13.301 2.506  -0.13
C33 3.628 -12.991 1.053  -0.13
O13 2.308 -13.070 0.531  0.07
C34 1.454 -12.851 1.568  -0.55
O14 0.272 -12.682 1.446  0.14
O15 2.113 -12.845 2.758  0.06
H52 4.153 -12.780 3.143  0.14
H53 3.486 -14.373 2.717  0.14
H54 4.014 -11.980 0.887  0.13
H55 4.286 -13.707 0.558  0.14
C35 -5.871 -2.569 0.386  -0.12
C36 -5.766 -1.963 -0.980  -0.13
O16 -5.403 -0.616 -0.706  0.07
C37 -4.809 -0.603 0.519  -0.55
O17 -4.234 0.344 0.983  0.12
O18 -4.947 -1.798 1.148  0.08
H56 -5.596 -3.626 0.396  0.15
H57 -6.871 -2.458 0.821  0.10
H58 -4.979 -2.425 -1.585  0.13
H59 -6.707 -2.009 -1.529  0.12
C38 6.439 -12.315 -3.454  -0.13
C39 6.364 -10.834 -3.664  -0.14
O19 5.995 -10.721 -5.031  0.06
C40 5.373 -11.883 -5.375  -0.55
O20 4.789 -12.057 -6.406  0.16
O21 5.500 -12.819 -4.394  0.06
H60 6.166 -12.606 -2.438  0.13
H61 7.427 -12.722 -3.687  0.14
H62 5.593 -10.362 -3.049  0.12
H63 7.318 -10.338 -3.477  0.14
C41 -2.096 8.770 -4.391  -0.15
C42 -1.955 9.386 -5.749  -0.13
O22 -1.587 10.728 -5.456  0.07
C43 -1.022 10.727 -4.217  -0.54
O23 -0.453 11.662 -3.733  0.16
O24 -1.188 9.524 -3.599  0.04
H64 -1.832 7.712 -4.383  0.11
H65 -3.104 8.887 -3.981  0.14
H66 -1.158 8.923 -6.339  0.14
H67 -2.883 9.353 -6.321  0.14
C44 -10.415 -4.721 -1.109  -0.13
C45 -9.450 -3.900 -1.909  -0.13
O25 -8.883 -3.034 -0.935  0.05
C46 -9.024 -3.644 0.274  -0.53
O26 -8.507 -3.265 1.288  0.14
O27 -9.825 -4.739 0.184  0.08
H68 -10.525 -5.734 -1.500  0.14
H69 -11.403 -4.257 -1.040  0.14
H70 -8.653 -4.505 -2.353  0.14
H71 -9.942 -3.330 -2.698  0.14

Values from the calculation:
- M (g/mol) = 1384.1
- HOMO-LUMO gap (eV) = 7.93
- highest occupied orbital energy (eV) = -11.13
- total charge = +1